No. 1
Computed, not measured: a gas-phase ion, C5H8N (charge +1) at a distorted geometry, with wB97M-V/def2-TZVPD.

Last column: Löwdin charge in e.
Atoms and positions in Å:
H 1.895 -0.426 -0.887  0.119
C -1.076 -0.810 -0.391  -0.008
H -0.596 1.345 1.021  0.139
H -3.933 0.055 0.762  0.057
C -3.211 0.227 0.093  0.285
C -0.060 1.253 0.037  -0.010
H -1.108 -1.853 -0.324  0.154
H 1.053 -1.845 -0.195  0.096
H -0.766 1.635 -0.743  0.120
N 0.048 -0.148 -0.167  -0.167
H 1.735 -0.624 0.904  0.119
C 1.313 -0.822 -0.071  0.032
C -2.229 -0.146 -0.449  -0.067
H 0.901 1.815 -0.049  0.132

The net charge is +1. Its LUMO energy is -5.5440 eV. As for the energy above the lowest of the compared OMol25 structures with the same formula, charge and spin: 86.01 kcal per mole. The energy is -249.68808 Ha. Its structure (SMILES) is C#CC=[N+](C)C. Its HOMO energy is -15.37 eV.

No. 2
Computed, not measured: a molecular structure, C3H4CeO4 at a distorted geometry, with wB97M-V/def2-TZVPD.

Last column: Löwdin charge in e.
Atoms and positions in Å:
O -1.286 1.688 0.071  0.046
Ce 2.152 -1.327 1.303  1.855
O 0.747 1.240 -0.642  -0.003
C -0.192 2.141 -0.575  -0.649
H -1.863 -0.077 0.977  0.143
H -0.199 -0.727 -0.672  0.100
H -0.205 -3.011 0.686  0.034
C -0.965 0.548 0.897  -0.172
O -0.105 3.308 -0.911  0.135
H -0.695 0.938 1.889  0.130
O 0.278 -2.474 1.315  -0.419
C 0.173 -0.150 0.192  -0.199

The net charge is +1. Its multiplicity is 2. Its LUMO energy (spin up / spin down) is -6.3015 / -6.2697 eV. As for the energy above the lowest of the compared OMol25 structures with the same formula, charge and spin: 27.88 kcal per mole. The energy is -892.44551 Ha. Its HOMO energy (spin up / spin down) is -12.70 / -12.70 eV.

No. 3
Computed, not measured: 2 unconnected molecules or ions with the total composition CH4S4 at a distorted geometry, with wB97M-V/def2-TZVPD.

Last column: Löwdin charge in e.
Atoms and positions in Å:
S 1.999 0.222 1.417  0.746
H 0.978 0.001 -2.277  -0.147
C 1.408 -0.384 -0.064  -1.726
S 0.794 0.707 -1.221  0.694
H 1.279 1.296 1.251  -0.149
H -2.637 0.183 -0.519  -0.226
S -2.195 -0.335 0.613  0.489
H -3.174 0.290 1.273  -0.221
S 1.548 -1.981 -0.472  0.539

Its LUMO energy is -0.4653 eV. As for the energy above the lowest of the compared OMol25 structures with the same formula, charge and spin: 11.25 kcal per mole. The energy is -1633.20695 Ha. Its HOMO energy is -8.73 eV.

No. 4
Computed, not measured: 2 unconnected molecules or ions with the total composition C7H17NO at a distorted geometry, with wB97M-V/def2-TZVPD.

Last column: Löwdin charge in e.
Atoms and positions in Å:
C 0.971 0.743 -2.521  -0.006
H 0.976 -2.814 -1.750  0.077
H 0.547 0.431 2.798  0.064
C 0.193 0.540 -1.175  -0.406
C 0.682 2.593 2.701  -0.173
H -0.186 -3.024 -0.427  0.088
H 0.473 2.393 1.657  0.021
H -0.848 1.302 3.557  0.057
C -0.073 -2.730 -1.506  -0.084
H -0.248 -0.856 0.885  0.111
H -1.850 -1.789 0.086  0.128
H 0.087 3.438 2.944  0.044
H 1.782 2.778 2.865  0.084
H -1.716 0.029 0.571  0.048
H -0.120 -1.096 -2.720  0.066
C 0.244 1.327 3.418  -0.189
H 1.725 0.011 -2.569  0.051
H 1.550 1.732 -2.563  0.115
H -0.570 -3.436 -2.022  0.022
N -0.864 -0.424 -1.056  -0.151
H -1.891 -1.793 -2.376  0.137
H 0.494 1.240 4.497  0.060
C -1.232 -0.824 0.295  -0.054
C -0.855 -1.526 -2.040  -0.208
H 0.263 0.523 -3.373  0.090
O 0.467 1.234 -0.178  0.007

Its LUMO energy is 0.8527 eV. As for the energy above the lowest of the compared OMol25 structures with the same formula, charge and spin: 63.63 kcal per mole. The energy is -406.82893 Ha. Its structure (SMILES) is CCN(C)C(C)=O.CC. Its HOMO energy is -9.21 eV.

No. 5
Computed, not measured: a molecular structure, C37H40N7SSiTb at a distorted geometry, with wB97M-V/def2-TZVPD.

Last column: Löwdin charge in e.
Atoms and positions in Å:
H 3.299 -2.059 2.524  0.127
H 4.059 1.923 2.530  0.120
C -3.546 -0.153 -1.260  -0.195
H -3.570 -3.963 -1.921  0.102
C 2.218 -1.951 -3.063  -0.043
H -0.349 -1.963 -6.860  0.083
C 3.335 -2.295 -3.852  -0.073
C -2.551 3.951 4.090  -0.056
H 4.825 1.904 0.140  0.104
H 4.470 1.869 -2.004  0.091
H 2.355 -1.754 -2.011  0.099
C -2.403 -2.268 -1.556  -0.045
N -2.029 4.538 -0.526  -0.039
C -3.593 -2.887 -1.812  -0.088
H 4.128 -3.201 4.513  0.120
H -1.251 -2.426 -5.399  0.083
H -0.718 2.144 6.174  0.096
C -3.588 1.271 -0.778  -0.065
C -4.796 -2.169 -1.918  -0.074
H -4.648 1.622 -0.555  0.113
C -0.101 -0.473 -1.786  -0.339
N -1.176 5.360 -2.456  0.018
C 0.501 -1.916 4.551  -0.093
C -2.045 3.403 2.864  -0.297
H -3.086 1.997 -1.484  0.089
C 0.918 -2.898 0.703  -0.132
C 3.081 1.064 -0.668  -0.204
S -0.077 3.026 -1.822  0.495
H -1.492 -2.819 -1.457  0.103
C -2.367 -0.887 -1.282  -0.257
H 2.666 -3.687 6.485  0.122
C 1.521 0.235 0.941  -0.275
C -2.073 3.476 5.276  -0.134
H 1.933 0.671 3.009  0.079
H 0.175 -3.673 1.026  0.053
H -2.964 5.035 1.753  0.118
H 0.266 1.344 4.019  0.086
N -1.125 2.345 2.804  -0.089
C 3.539 1.284 -2.046  -0.046
Si 0.635 -1.273 1.712  0.632
C 1.848 0.454 -0.383  -0.278
C 3.452 1.475 1.737  -0.065
C -1.095 -0.598 1.843  -0.249
C -4.729 -0.818 -1.637  -0.044
H -1.460 -0.248 2.826  0.050
H -1.742 -1.452 1.640  0.053
N -0.137 -1.099 -3.025  0.158
H 0.242 -2.814 6.425  0.113
H -0.860 -0.695 -5.654  0.105
C 1.315 -1.724 3.402  -0.243
H -2.488 3.748 6.307  0.125
C -0.463 -1.754 -5.778  -0.049
H 0.749 -2.775 -0.396  0.009
C -2.420 4.083 1.682  -0.161
N -1.945 3.660 0.540  -0.246
C -0.585 2.037 4.059  -0.149
H -1.721 6.235 -2.289  0.114
H -1.590 -0.106 0.962  -0.051
H -1.057 -1.243 -3.441  0.134
C 1.957 -2.408 -5.769  -0.067
C 0.862 -1.947 -5.061  -0.202
C 2.630 -2.244 3.415  -0.118
H 1.602 0.338 -2.385  0.097
C 3.888 1.475 0.427  -0.010
H -5.667 -0.247 -1.658  0.117
N 1.107 0.147 -1.532  0.084
C 0.999 -1.681 -3.663  -0.172
H 4.311 -2.361 -3.369  0.105
C 2.280 0.833 2.002  -0.113
C 2.249 -3.101 5.625  -0.082
C -1.069 2.541 5.222  -0.146
C 0.948 -2.617 5.614  -0.103
Tb -0.797 1.649 0.560  1.140
H -0.493 -1.448 4.582  0.107
C 3.211 -2.600 -5.221  -0.075
H -5.768 -2.591 -2.135  0.102
H -3.438 4.617 4.102  0.117
H 1.860 -2.506 -6.827  0.102
H -3.126 1.460 0.210  0.018
C 3.057 -2.893 4.528  -0.116
H 2.008 -3.134 0.855  0.042
N -1.150 -0.267 -0.996  0.010
H 3.774 0.378 -2.610  0.073
C -1.177 4.356 -1.564  -0.916
H 4.047 -3.019 -5.787  0.109
H -0.577 5.316 -3.286  0.078
H 2.780 1.844 -2.699  0.107

Its multiplicity is 7. Its LUMO energy (spin up / spin down) is 0.0982 / 0.0997 eV. The energy is -3329.20129 Ha. Its HOMO energy (spin up / spin down) is -4.60 / -6.08 eV.

No. 6
Computed, not measured: a single C5H12NOS molecule at a distorted geometry, with wB97M-V/def2-TZVPD.

Last column: Löwdin charge in e.
Atoms and positions in Å:
C -1.171 0.695 0.377  -0.251
C 1.211 1.345 1.142  -0.560
C 0.200 -1.742 -0.684  -0.275
S 0.626 2.761 2.149  0.700
H -1.003 1.530 -0.334  0.125
H 0.015 -0.311 1.889  0.143
H 0.695 -2.719 -0.544  0.111
C 0.190 0.242 0.961  -0.370
C -0.139 -1.223 -2.075  -0.095
H 0.659 -1.418 -2.814  0.078
H 1.584 -0.234 -0.498  0.079
N 0.985 -0.774 0.117  -0.057
H -0.757 -1.794 -0.149  0.096
H -1.798 -0.051 -0.120  0.111
O -2.019 1.094 1.445  -0.101
H -1.579 1.853 1.850  -0.010
H 2.130 1.106 1.675  0.067
H -0.887 -1.840 -2.554  0.064
H 1.561 1.689 0.151  0.088
H -0.501 -0.209 -1.985  0.058

Its multiplicity is 2. Its LUMO energy (spin up / spin down) is 0.8604 / -2.2977 eV. As for the energy above the lowest of the compared OMol25 structures with the same formula, charge and spin: 10.05 kcal per mole. The energy is -725.80495 Ha. Its HOMO energy (spin up / spin down) is -8.97 / -8.96 eV.

No. 7
Computed, not measured: a molecular structure, C10H18BO2S2Sn, with wB97M-V/def2-TZVPD.

Last column: Löwdin charge in e.
Atoms and positions in Å:
C 3.421 1.668 0.329  -0.016
H -4.842 -1.183 -2.732  0.068
H 3.079 -1.881 2.059  0.083
C -4.997 1.515 -1.625  -0.164
H -5.636 2.162 -1.016  0.062
H 3.301 -2.685 0.504  0.088
C 2.652 0.666 2.478  -0.017
H 4.449 1.312 0.438  0.089
C 3.365 -1.726 1.020  -0.015
H 2.391 1.648 2.876  0.094
O 1.080 -1.139 0.522  0.025
S -3.074 1.712 0.289  0.385
H -6.078 -1.221 -1.467  0.069
H 4.402 -1.380 0.981  0.089
H 3.335 2.636 0.825  0.089
C -5.026 -1.427 -1.682  -0.168
H 2.082 0.028 -1.654  0.096
H 3.684 0.433 2.749  0.085
H 3.765 -0.487 -1.382  0.084
S -3.089 -1.695 0.248  0.390
H -5.634 0.900 -2.260  0.049
B 0.279 -0.002 0.657  -0.765
C -4.096 0.690 -0.738  -0.807
C -4.103 -0.648 -0.757  -0.794
H 2.472 -1.692 -1.568  0.092
C 2.447 -0.728 0.340  -0.505
H -4.399 2.170 -2.264  0.063
C 2.718 -0.709 -1.162  -0.018
H 1.984 -0.065 2.937  0.096
C 2.451 0.693 0.964  -0.509
O 1.100 1.131 0.731  0.018
H -4.865 -2.496 -1.555  0.036
H 3.206 1.811 -0.729  0.082
Sn -1.825 -0.011 1.645  0.545

The net charge is -1. Its LUMO energy is 2.8113 eV. As for the energy above the lowest of the compared OMol25 structures with the same formula, charge and spin: 1.47 kcal per mole. The energy is -1578.01043 Ha. Its HOMO energy is -2.59 eV.

No. 8
Computed, not measured: 2 unconnected molecules or ions with the total composition C2H6NOS at a distorted geometry, with wB97M-V/def2-TZVPD.

Last column: Löwdin charge in e.
Atoms and positions in Å:
H -2.302 0.157 0.281  -0.036
H -2.964 1.430 1.274  -0.036
H 2.263 -0.469 -0.616  0.121
N 0.286 -0.974 -0.939  0.125
O 2.050 -2.312 -1.359  -0.066
H -0.308 -1.718 -1.224  0.092
H -0.073 -0.114 -0.537  -0.026
C -2.239 1.224 0.491  -0.687
H -2.471 1.838 -0.381  -0.015
S -0.552 1.516 1.274  -0.017
C 1.579 -1.257 -0.944  -0.454

The net charge is -1. Its LUMO energy is 4.0723 eV. As for the energy above the lowest of the compared OMol25 structures with the same formula, charge and spin: 20.25 kcal per mole. The energy is -608.03416 Ha. Its HOMO energy is -2.72 eV.